# 1
Here is C18H11BiCl2NO2 as an isolated structure at a distorted geometry from the OMol25 dataset. Energies are from wB97M-V/def2-TZVPD.

The value obtained for the HOMO-LUMO gap is 7.068 eV. The calculation puts the energy at -55308.52739 eV. As for the net charge: +1. The value obtained for the LUMO energy is -4.07 eV. As for the spin multiplicity: 1.

Element x y z (Å)
Bi  -1.0960  1.1406  0.8056
C  -3.1004  -2.1251  3.3095
C  -2.0195  -2.8460  3.8044
C  -0.7474  -2.5275  3.3692
C  -0.5557  -1.4841  2.4568
N  -1.6240  -0.8245  1.9776
C  -2.8520  -1.1301  2.3835
C  0.7577  -1.0399  1.9824
C  1.9456  -1.7108  2.2884
C  3.1520  -1.2736  1.7688
C  3.1984  -0.1856  0.9127
C  2.0316  0.5123  0.6320
C  0.8308  0.1071  1.1773
H  -4.1061  -2.3315  3.6359
H  -2.1723  -3.6402  4.5218
H  0.0947  -3.0779  3.7508
H  -3.6568  -0.5535  1.9484
H  1.9497  -2.5797  2.9275
H  4.0638  -1.7858  2.0325
H  4.1347  0.1215  0.4720
H  2.0622  1.3748  -0.0179
Cl  0.3847  2.0366  -6.6207
C  0.1710  2.1060  -4.9134
C  0.4835  3.3136  -4.2546
C  0.3497  3.4076  -2.8991
Cl  0.7255  4.8709  -2.0828
C  -0.1085  2.3095  -2.0976
O  -0.1507  2.4489  -0.8339
C  -0.4760  1.1068  -2.7923
C  -1.0351  -0.0022  -2.1491
O  -1.3958  -0.1964  -0.9504
C  -0.2944  1.0361  -4.2063
H  0.8329  4.1628  -4.8215
H  -1.2332  -0.8670  -2.7930
H  -0.5449  0.1262  -4.7247

Force components x, y, z for each atom (eV/Å):
0.6 0.2 -0.8
0.1 0.0 -0.1
-0.1 0.2 -0.2
0.1 0.2 -0.2
-0.4 -0.6 0.5
0.3 -0.1 0.0
-0.4 -0.3 0.3
0.6 0.2 -0.2
-0.3 0.1 0.0
0.0 0.1 -0.1
-0.1 0.0 0.1
0.1 0.2 -0.1
-0.4 0.0 0.1
-0.1 0.0 0.0
0.0 0.0 0.0
0.1 0.0 0.0
-0.1 0.0 0.0
-0.1 -0.1 0.0
0.1 -0.1 0.0
0.1 0.1 0.0
0.0 0.1 0.0
0.0 -0.1 -0.1
-0.1 -0.3 0.3
-0.1 -0.2 0.3
-0.1 -0.2 0.0
0.1 0.1 0.0
0.1 -0.1 -0.8
-0.4 -0.4 1.0
0.3 0.8 0.2
-0.2 -0.5 -0.3
0.1 0.5 0.3
0.1 0.2 -0.2
0.0 0.1 0.0
0.0 0.1 0.0
-0.1 -0.2 -0.1

# 2
Here is C44H60N8Zr as an isolated structure from the OMol25 dataset. Energies are from wB97M-V/def2-TZVPD.

The value obtained for the HOMO-LUMO gap is 6.211 eV. The calculation puts the energy at -59769.96583 eV. As for the net charge: +4. The value obtained for the LUMO energy is -12.06 eV. The calculation puts the energy relative to the best compared isomer or geometry (same formula, charge and spin) at 0.7 kcal/mol. As for the spin multiplicity: 1.

Element x y z (Å)
Zr  -0.8519  0.3822  -0.5422
C  -2.4044  2.6851  -1.7944
C  -1.3997  2.9600  -0.8555
C  -0.1195  3.3319  -1.3035
C  0.1509  3.3952  -2.6610
C  -0.8388  3.0646  -3.5841
C  -2.1114  2.7026  -3.1546
H  -3.4179  2.5401  -1.4566
H  -1.6668  3.1111  0.1880
H  0.6378  3.6235  -0.5866
H  1.1197  3.7350  -3.0038
H  -0.6297  3.1356  -4.6446
H  -2.8917  2.5069  -3.8795
C  -2.7162  -3.0740  2.6975
N  -1.3672  -3.2440  2.1530
C  -0.6048  -4.2683  2.8921
C  -0.8007  -2.5696  1.1397
N  -1.0796  -1.2731  0.8262
C  -1.9759  -0.5002  1.6241
C  -1.7546  -0.3397  2.9767
C  -2.6278  0.3973  3.7805
C  -3.7085  1.0174  3.2097
C  -3.9732  0.9102  1.8253
C  -5.1573  1.4796  1.3060
C  -5.5129  1.2902  -0.0014
C  -4.6611  0.5756  -0.8515
C  -3.4862  0.0083  -0.4070
N  -2.5808  -0.5960  -1.3523
C  -3.0730  -1.4834  -2.2742
N  -2.4108  -1.6596  -3.4228
C  -1.4605  -0.7030  -3.9514
C  -2.4770  -2.9083  -4.2012
N  -4.2149  -2.1588  -2.0751
C  -5.2209  -2.3503  -3.1329
C  -4.6064  -2.6870  -0.7771
C  -3.1056  0.1355  0.9809
N  0.1549  -3.2009  0.4399
C  0.0828  -4.6420  0.1444
C  1.0879  -2.4649  -0.3807
H  -3.2129  -4.0448  2.6731
H  -3.3024  -2.3665  2.1296
H  -2.6688  -2.7393  3.7341
H  -0.7063  -4.0480  3.9546
H  0.4454  -4.2307  2.6216
H  -0.9996  -5.2671  2.7097
H  -0.8934  -0.8282  3.4184
H  -2.4515  0.4712  4.8455
H  -4.3988  1.5845  3.8221
H  -5.7961  2.0462  1.9718
H  -6.4357  1.7039  -0.3859
H  -4.9221  0.4720  -1.8988
H  -1.5597  0.2614  -3.4511
H  -1.6551  -0.5354  -5.0123
H  -0.4454  -1.0990  -3.8632
H  -2.8818  -3.7087  -3.5928
H  -1.4616  -3.1697  -4.4970
H  -3.0782  -2.7865  -5.1009
H  -4.9881  -1.7328  -3.9945
H  -6.1838  -2.0346  -2.7298
H  -5.2982  -3.3939  -3.4341
H  -3.7475  -2.6886  -0.1187
H  -4.9362  -3.7173  -0.9148
H  -5.4222  -2.1151  -0.3318
H  -0.8275  -5.0711  0.5478
H  0.9450  -5.1657  0.5546
H  0.0773  -4.7686  -0.9390
H  1.4512  -1.5853  0.1478
H  0.6452  -2.1817  -1.3478
H  1.9446  -3.0994  -0.6018
C  6.1681  0.3536  -1.8396
C  5.2852  1.4396  -2.4906
C  5.6599  2.8191  -1.9237
C  5.5033  1.4326  -4.0034
C  3.8556  1.1111  -2.1240
C  2.9029  0.6799  -3.0549
C  1.6179  0.4124  -2.6562
N  1.2032  0.4937  -1.3718
C  2.1280  0.8773  -0.4417
C  3.4101  1.2260  -0.7964
C  1.6596  1.0964  0.9557
C  2.5375  1.1097  2.0141
C  2.1374  1.6132  3.2645
C  0.8207  2.0737  3.3485
C  -0.0375  1.9225  2.2810
N  0.3452  1.4104  1.1003
C  3.0914  1.6352  4.4418
C  4.5044  2.0296  3.9871
C  2.6227  2.6049  5.5286
C  3.1156  0.1995  5.0039
H  7.2111  0.5637  -2.0756
H  5.9318  -0.6399  -2.2237
H  6.0708  0.3452  -0.7522
H  6.6783  3.0566  -2.2288
H  5.6429  2.8469  -0.8333
H  5.0090  3.6062  -2.3083
H  6.5370  1.7022  -4.2140
H  4.8703  2.1607  -4.5154
H  5.3395  0.4458  -4.4406
H  3.1510  0.5840  -4.1020
H  0.8729  0.1397  -3.3893
H  4.0795  1.6065  -0.0394
H  3.5551  0.7791  1.8668
H  0.4491  2.5394  4.2498
H  -1.0745  2.2234  2.3607
H  4.5137  2.9955  3.4786
H  4.9640  1.2794  3.3414
H  5.1452  2.1166  4.8634
H  2.5218  3.6241  5.1509
H  3.3618  2.6252  6.3281
H  1.6798  2.2994  5.9851
H  3.4491  -0.5218  4.2543
H  2.1334  -0.1009  5.3748
H  3.8143  0.1566  5.8393

Force components x, y, z for each atom (eV/Å):
-0.6 -0.6 0.3
0.1 0.1 -0.1
0.0 0.1 -0.1
0.0 0.0 0.1
0.0 0.0 0.0
0.0 0.0 0.0
0.0 0.1 0.0
0.0 0.0 0.0
0.0 -0.1 0.0
0.0 0.0 0.0
0.0 0.0 0.0
0.0 0.0 0.0
0.0 0.0 0.0
0.0 -0.2 -0.1
0.0 0.0 0.0
0.0 0.0 0.0
0.1 0.0 0.3
0.1 0.1 -0.2
0.1 0.1 -0.2
0.1 0.1 0.0
0.0 0.0 0.0
0.0 0.0 0.0
0.0 0.0 0.0
0.0 0.0 0.0
0.0 0.0 0.0
0.0 0.0 0.0
0.1 -0.1 0.0
0.0 -0.1 -0.1
-0.1 0.2 -0.1
0.0 -0.1 0.0
0.0 0.0 0.0
-0.1 0.1 0.0
0.1 0.0 -0.1
0.1 0.0 0.0
0.0 0.0 0.0
0.0 0.0 0.0
0.0 0.0 -0.2
0.0 0.0 0.0
0.0 0.0 0.0
0.0 0.0 0.0
-0.1 0.0 -0.1
0.0 0.0 0.0
0.0 0.0 0.0
0.0 0.0 0.1
0.0 0.0 0.0
0.0 0.0 0.0
0.0 0.0 0.0
0.0 0.0 0.0
0.0 0.0 0.0
0.0 0.0 0.0
0.0 0.0 0.0
0.0 -0.1 0.0
0.0 0.0 0.0
-0.1 0.0 0.0
-0.1 0.0 0.0
0.0 0.0 0.0
0.0 0.0 0.0
0.0 0.0 -0.1
0.0 0.0 0.0
0.0 0.0 0.0
0.1 0.0 0.2
0.0 0.0 0.0
0.0 0.0 0.0
0.0 0.0 -0.1
0.0 0.0 0.0
0.0 0.0 0.0
0.0 -0.1 0.0
0.0 0.0 0.0
0.0 0.0 0.0
0.0 0.0 0.0
-0.1 0.0 0.0
0.0 0.0 0.0
0.0 0.0 0.0
0.1 0.0 0.0
0.0 0.0 0.0
0.0 0.0 0.0
0.0 0.1 0.2
0.0 0.4 0.2
0.0 -0.3 -0.1
0.2 0.0 -0.1
-0.1 0.2 0.1
0.0 0.0 0.0
0.0 0.0 0.0
0.0 0.0 0.0
0.2 -0.1 -0.1
0.0 0.0 0.0
0.0 0.0 0.0
0.0 0.0 0.0
0.0 0.0 0.0
0.0 0.0 0.0
0.0 0.0 0.0
0.0 0.0 0.0
0.0 0.0 0.0
0.0 0.0 0.0
0.0 0.0 0.0
0.0 0.0 0.0
0.0 0.0 0.0
0.0 0.0 0.0
0.0 0.0 0.0
0.1 0.0 0.0
0.0 0.0 0.0
0.0 0.0 0.0
0.0 0.0 0.0
0.0 0.0 0.0
0.0 0.0 0.0
0.0 0.0 0.0
0.0 0.0 0.0
0.0 0.0 0.0
0.0 0.0 0.0
0.0 0.0 0.0
0.0 0.0 0.0
0.0 0.0 0.0
0.0 0.0 0.0

# 3
Here is an isolated ion of composition C3H4FO2Si and charge -1 at a distorted geometry from the OMol25 dataset. Energies are from wB97M-V/def2-TZVPD.

The value obtained for the HOMO-LUMO gap (spin up / spin down) is 6.744 / 6.145 eV. The calculation puts the energy at -17863.77364 eV. As for the net charge: -1. The value obtained for the LUMO energy (spin up / spin down) is 3.69 / 3.78 eV. The calculation puts the energy relative to the best compared isomer or geometry (same formula, charge and spin) at 109.7 kcal/mol. As for the spin multiplicity: 1.

Element x y z (Å)
C  0.0396  2.0855  -1.6039
C  0.1153  -1.1239  0.0580
C  -0.2006  -1.7102  1.2726
O  -1.0155  1.3728  -1.2541
O  0.2603  2.7918  -2.5608
F  0.8810  -1.8603  2.2952
Si  0.5983  0.9968  -0.1654
H  0.8730  -1.4953  -0.4738
H  -0.7990  -1.2806  -0.4694
H  -0.9933  -1.3660  1.8336
H  0.2409  1.5893  1.0680

Force components x, y, z for each atom (eV/Å):
0.2 -0.2 0.1
-1.7 0.8 1.2
2.9 -0.3 1.8
0.8 0.1 0.2
-0.4 0.1 0.0
-1.1 0.1 -1.6
-0.6 -1.1 -1.5
3.0 -1.6 -1.8
-0.8 0.7 -1.0
-1.9 0.5 1.1
-0.5 1.0 1.5

# 4
Here is an isolated ion of composition C6H15N and charge +1 at a distorted geometry from the OMol25 dataset. Energies are from wB97M-V/def2-TZVPD.

Its expectation value of S² is 0.75. The value obtained for the HOMO-LUMO gap (spin up / spin down) is 12.689 / 7.762 eV. The calculation puts the energy at -7945.33095 eV. As for the net charge: +1. The value obtained for the LUMO energy (spin up / spin down) is -2.89 / -7.93 eV. The calculation puts the energy relative to the best compared isomer or geometry (same formula, charge and spin) at 48.1 kcal/mol. As for the spin multiplicity: 2.

Element x y z (Å)
C  -0.1000  -1.6748  1.1982
C  1.3645  -1.7446  0.6811
C  -0.9091  -1.7092  -0.0127
N  -0.5735  -0.3952  -0.6733
C  -0.5061  0.7849  0.2119
C  -0.4789  2.1517  -0.5405
C  0.9727  2.3863  -0.9473
H  -0.3160  -0.8955  1.9659
H  -0.1659  -2.5642  1.8011
H  1.8193  -2.7509  0.5336
H  2.0141  -1.0119  1.2681
H  1.4106  -1.2009  -0.2609
H  -0.6327  -2.6744  -0.5865
H  -2.0513  -1.6715  0.1655
H  -1.1458  -0.1330  -1.4864
H  -1.3862  0.9919  0.8985
H  0.4004  0.8576  0.8569
H  -0.8458  2.9267  0.2482
H  -1.2182  2.2502  -1.3696
H  1.5091  2.5652  0.0495
H  1.4800  1.5208  -1.5285
H  1.0844  3.3900  -1.3861

Force components x, y, z for each atom (eV/Å):
2.0 -1.2 2.1
1.2 2.1 1.0
-1.2 -0.3 -0.8
-2.7 0.6 1.4
0.1 2.3 -0.2
-0.5 0.2 0.5
1.1 0.7 1.1
0.2 -0.2 -1.1
-0.7 -0.6 0.0
-0.5 0.8 0.4
-0.4 -1.6 -0.2
0.0 -0.3 -0.6
-0.6 2.0 0.2
1.5 0.0 -0.5
0.6 -0.4 -0.3
0.4 -1.6 -0.6
-0.7 -0.9 -0.4
0.9 -1.2 -1.4
0.5 -0.4 0.4
-0.2 -0.7 -1.3
-0.9 1.6 0.8
0.1 -0.7 -0.6

Please write out number 1 again, unchanged.
Here is C18H11BiCl2NO2 as an isolated structure at a distorted geometry from the OMol25 dataset. Energies are from wB97M-V/def2-TZVPD.

The value obtained for the HOMO-LUMO gap is 7.068 eV. The calculation puts the energy at -55308.52739 eV. As for the net charge: +1. The value obtained for the LUMO energy is -4.07 eV. As for the spin multiplicity: 1.

Element x y z (Å)
Bi  -1.0960  1.1406  0.8056
C  -3.1004  -2.1251  3.3095
C  -2.0195  -2.8460  3.8044
C  -0.7474  -2.5275  3.3692
C  -0.5557  -1.4841  2.4568
N  -1.6240  -0.8245  1.9776
C  -2.8520  -1.1301  2.3835
C  0.7577  -1.0399  1.9824
C  1.9456  -1.7108  2.2884
C  3.1520  -1.2736  1.7688
C  3.1984  -0.1856  0.9127
C  2.0316  0.5123  0.6320
C  0.8308  0.1071  1.1773
H  -4.1061  -2.3315  3.6359
H  -2.1723  -3.6402  4.5218
H  0.0947  -3.0779  3.7508
H  -3.6568  -0.5535  1.9484
H  1.9497  -2.5797  2.9275
H  4.0638  -1.7858  2.0325
H  4.1347  0.1215  0.4720
H  2.0622  1.3748  -0.0179
Cl  0.3847  2.0366  -6.6207
C  0.1710  2.1060  -4.9134
C  0.4835  3.3136  -4.2546
C  0.3497  3.4076  -2.8991
Cl  0.7255  4.8709  -2.0828
C  -0.1085  2.3095  -2.0976
O  -0.1507  2.4489  -0.8339
C  -0.4760  1.1068  -2.7923
C  -1.0351  -0.0022  -2.1491
O  -1.3958  -0.1964  -0.9504
C  -0.2944  1.0361  -4.2063
H  0.8329  4.1628  -4.8215
H  -1.2332  -0.8670  -2.7930
H  -0.5449  0.1262  -4.7247

Force components x, y, z for each atom (eV/Å):
0.6 0.2 -0.8
0.1 0.0 -0.1
-0.1 0.2 -0.2
0.1 0.2 -0.2
-0.4 -0.6 0.5
0.3 -0.1 0.0
-0.4 -0.3 0.3
0.6 0.2 -0.2
-0.3 0.1 0.0
0.0 0.1 -0.1
-0.1 0.0 0.1
0.1 0.2 -0.1
-0.4 0.0 0.1
-0.1 0.0 0.0
0.0 0.0 0.0
0.1 0.0 0.0
-0.1 0.0 0.0
-0.1 -0.1 0.0
0.1 -0.1 0.0
0.1 0.1 0.0
0.0 0.1 0.0
0.0 -0.1 -0.1
-0.1 -0.3 0.3
-0.1 -0.2 0.3
-0.1 -0.2 0.0
0.1 0.1 0.0
0.1 -0.1 -0.8
-0.4 -0.4 1.0
0.3 0.8 0.2
-0.2 -0.5 -0.3
0.1 0.5 0.3
0.1 0.2 -0.2
0.0 0.1 0.0
0.0 0.1 0.0
-0.1 -0.2 -0.1